[1]
Below is 17 unconnected molecules or ions with the total composition C51H92O39 in a non-equilibrium geometry, with properties calculated with ωB97M-V/def2-TZVPD.

```
182
Properties=species:S:1:pos:R:3:forces:R:3
C -4.852 -2.274 1.414 -0.78 0.60 -0.46
C -4.076 -1.452 0.393 0.33 0.91 -0.39
O -4.303 -0.043 0.762 -0.42 -0.79 -0.45
C -5.080 0.000 1.837 -0.56 0.15 1.28
O -5.498 0.999 2.366 0.49 -0.69 -0.46
O -5.313 -1.240 2.335 0.06 -0.55 -0.20
H -4.192 -3.020 1.881 -0.53 0.39 0.15
H -5.747 -2.744 0.953 0.63 0.14 0.50
H -4.408 -1.557 -0.664 0.56 -0.09 0.81
H -3.009 -1.560 0.569 0.09 -0.36 -0.73
C 1.600 -5.428 0.662 -0.78 0.51 0.94
C 2.901 -5.879 1.303 1.12 0.21 -1.70
O 2.582 -6.303 2.617 -0.29 -0.01 0.02
C 1.261 -6.101 2.821 -0.92 0.03 0.72
O 0.672 -6.223 3.867 0.97 -0.19 -0.95
O 0.658 -5.724 1.687 -0.73 -0.35 0.50
H 1.256 -5.943 -0.228 0.40 -0.12 -0.19
H 1.517 -4.363 0.553 0.31 0.56 -0.50
H 3.662 -5.074 1.332 -0.47 -0.47 0.14
H 3.261 -6.682 0.640 0.36 -0.15 0.92
C 0.021 -2.125 -2.391 -0.92 0.90 1.64
C 0.150 -2.881 -3.649 1.31 -2.29 -1.79
O 1.133 -2.133 -4.420 -0.31 0.55 1.25
C 1.156 -0.904 -3.879 0.83 1.39 -0.54
O 1.785 0.003 -4.388 -0.80 -0.65 0.87
O 0.418 -0.788 -2.733 1.23 -0.44 -1.85
H 0.658 -2.408 -1.554 0.02 -0.47 -0.12
H -1.012 -2.008 -2.069 -0.03 -0.48 0.12
H -0.708 -2.884 -4.294 -0.85 0.01 0.22
H 0.537 -3.948 -3.609 -0.47 1.35 0.42
C -6.429 -2.877 -3.752 1.74 1.82 1.40
C -5.735 -2.369 -4.988 -0.54 0.86 -0.41
O -4.387 -2.153 -4.608 0.69 -0.61 0.90
C -4.133 -2.959 -3.517 -4.22 2.35 -2.19
O -3.116 -3.097 -3.000 4.82 -0.72 1.58
O -5.255 -3.435 -3.021 -2.00 -0.50 -0.11
H -7.116 -3.667 -3.921 -0.72 -0.49 0.04
H -6.800 -1.988 -3.157 0.02 -1.35 -0.40
H -6.190 -1.451 -5.389 0.37 -0.21 0.31
H -5.713 -3.093 -5.755 -0.18 -0.95 -1.05
C 1.249 -2.033 5.152 0.76 -1.31 3.28
C 1.259 -3.478 4.703 1.88 -1.37 1.08
O 1.677 -3.352 3.327 -0.39 -1.70 0.83
C 1.399 -2.150 2.948 1.21 2.16 -2.45
O 1.509 -1.794 1.784 -0.56 0.04 1.47
O 1.155 -1.331 3.995 -0.83 1.28 -2.48
H 2.174 -1.754 5.717 -0.46 -0.23 -0.65
H 0.436 -1.882 5.864 -0.30 0.43 -0.41
H 0.332 -4.038 4.757 -0.22 0.23 -0.13
H 2.051 -4.081 5.237 -0.94 0.61 -0.62
C -5.068 1.727 -1.647 -0.71 -0.57 0.13
C -5.949 2.244 -0.487 0.43 0.41 0.19
O -7.061 1.319 -0.412 -0.05 -0.17 -0.48
C -7.054 0.533 -1.504 -1.20 -0.69 0.39
O -7.933 -0.254 -1.814 0.99 0.83 0.50
O -5.951 0.696 -2.191 1.05 -0.11 -1.21
H -4.161 1.225 -1.318 -0.27 0.12 0.06
H -4.794 2.396 -2.473 -0.51 -0.07 0.52
H -6.388 3.234 -0.738 0.47 -0.56 0.63
H -5.416 2.149 0.489 -0.58 0.77 -0.87
C 4.345 0.948 -5.739 0.32 -0.55 -0.68
C 5.665 1.426 -5.122 0.51 0.53 -0.86
O 5.296 2.633 -4.402 0.33 -0.91 -0.34
C 4.017 2.874 -4.621 -2.54 1.51 -0.80
O 3.375 3.785 -4.146 1.05 -1.02 -0.22
O 3.438 2.041 -5.567 1.58 0.33 1.02
H 3.947 0.086 -5.237 -0.30 -0.34 0.30
H 4.477 0.680 -6.810 -0.27 0.47 0.64
H 6.388 1.649 -5.946 -0.41 0.26 0.89
H 6.147 0.763 -4.410 -0.22 -0.18 -0.02
C -0.307 2.731 -5.235 0.25 0.11 1.21
C 0.369 3.548 -4.073 -0.43 -0.33 0.64
O -0.914 4.007 -3.356 3.07 0.92 -0.82
C -1.891 3.260 -3.757 -4.32 -0.04 3.25
O -3.015 3.300 -3.187 2.56 0.09 -2.07
O -1.613 2.413 -4.680 0.81 -0.63 -1.87
H 0.192 1.806 -5.431 0.40 -0.59 0.04
H -0.462 3.235 -6.189 0.12 0.45 0.28
H 1.036 4.381 -4.422 -1.18 -0.53 0.50
H 0.976 2.964 -3.274 -1.23 0.68 -1.76
C 3.256 1.924 5.222 0.99 0.66 -1.54
C 2.638 1.483 3.875 0.36 -0.30 0.80
O 3.510 0.398 3.436 0.19 0.12 0.92
C 4.120 -0.073 4.536 1.23 -1.17 1.59
O 4.706 -1.131 4.677 -1.05 1.53 -0.98
O 4.032 0.795 5.608 -0.55 -1.06 -0.97
H 2.518 2.199 5.968 0.07 0.01 0.02
H 4.003 2.710 5.017 -0.54 0.19 0.41
H 2.600 2.208 3.076 -0.12 0.16 0.04
H 1.688 1.036 4.097 -0.72 -0.10 -0.33
C 0.118 2.042 -1.115 -0.99 0.41 1.27
C -0.226 1.341 0.194 0.75 -1.03 0.06
O -1.339 0.467 -0.105 0.32 0.79 0.44
C -1.643 0.620 -1.383 -1.62 -1.17 -0.75
O -2.511 -0.037 -1.925 1.00 0.64 0.24
O -0.920 1.553 -1.984 0.83 0.40 -0.39
H 1.128 1.714 -1.329 -0.06 -0.03 -1.01
H 0.055 3.129 -1.036 -0.10 -0.16 -0.28
H -0.346 1.888 1.113 -0.56 0.51 -0.16
H 0.597 0.683 0.338 0.54 -0.66 0.66
C 6.787 -5.564 -3.045 0.84 -0.90 0.09
C 6.812 -5.373 -1.523 -0.49 0.66 -0.05
O 5.721 -4.456 -1.377 -0.14 0.10 0.23
C 4.877 -4.535 -2.459 1.05 -0.49 2.18
O 3.785 -4.106 -2.402 -1.31 0.66 -0.69
O 5.449 -5.234 -3.419 0.27 -0.47 -0.89
H 6.999 -6.615 -3.257 -0.26 0.20 -0.41
H 7.478 -4.935 -3.630 -0.22 -0.10 0.50
H 7.696 -4.894 -1.132 0.35 0.19 -0.16
H 6.642 -6.262 -0.885 -0.18 0.19 -0.72
C 4.709 0.361 -1.787 -2.10 -1.85 0.07
C 4.124 -0.588 -0.665 1.24 0.78 -0.85
C 5.290 -0.781 0.346 -0.15 1.72 -0.41
O 2.940 0.005 -0.166 0.09 0.72 0.99
H 5.533 -0.155 -2.227 0.71 -0.40 -0.42
H 5.084 1.241 -1.328 0.09 0.97 0.27
H 3.960 0.549 -2.592 0.41 0.13 0.66
H 3.737 -1.528 -1.037 0.78 -0.59 -0.57
H 5.652 0.266 0.689 -0.33 -1.71 -0.64
H 6.104 -1.370 -0.128 -0.43 0.52 0.30
H 4.967 -1.280 1.230 -0.26 -0.57 0.75
H 2.678 -0.460 0.648 -0.13 -0.05 -0.16
C -2.269 -0.463 3.505 0.32 1.02 0.70
C -1.407 0.845 3.496 -0.15 -2.33 -1.12
C -2.197 1.982 2.954 -0.99 1.07 -0.07
O -0.875 1.111 4.775 0.43 0.26 0.54
H -2.741 -0.608 2.513 0.20 0.04 0.91
H -2.967 -0.338 4.357 -0.38 -0.10 -0.81
H -1.679 -1.326 3.802 0.30 -0.14 -0.33
H -0.529 0.600 2.851 -0.40 0.49 0.48
H -2.533 1.897 1.914 0.14 -0.35 0.18
H -1.615 2.882 3.012 0.53 0.64 -0.07
H -3.103 2.214 3.545 0.25 -0.46 -0.09
H -1.583 1.180 5.429 -0.10 -0.06 -0.17
C -1.713 -5.836 -1.549 -0.14 0.62 0.72
C -3.164 -5.669 -1.109 1.27 -0.62 2.41
C -3.520 -6.781 -0.096 0.25 -0.35 0.03
O -3.220 -4.410 -0.411 -0.64 1.08 -2.12
H -1.167 -5.749 -0.613 0.25 -0.28 0.21
H -1.332 -4.991 -2.124 -0.34 -0.21 -0.50
H -1.511 -6.795 -1.983 0.19 -0.43 -0.53
H -3.886 -5.723 -1.877 -0.74 0.23 -1.19
H -4.527 -6.704 0.303 -0.19 0.17 -0.18
H -2.861 -6.868 0.766 0.31 0.79 0.14
H -3.390 -7.785 -0.502 -0.32 0.04 -0.61
H -3.247 -3.760 -1.195 0.14 -0.96 1.71
C -4.552 5.721 -1.443 -1.08 -0.39 0.92
C -3.422 5.353 -0.575 1.08 -0.61 1.78
C -3.670 5.755 0.924 0.94 0.38 -1.65
O -3.204 3.922 -0.588 -0.29 0.34 0.16
H -4.242 5.830 -2.435 0.20 0.32 -1.64
H -5.088 6.575 -1.059 -0.09 0.51 -0.16
H -5.211 4.871 -1.364 -0.63 -0.17 -0.27
H -2.496 5.792 -0.965 0.05 0.32 0.38
H -3.626 6.873 1.007 0.01 -1.01 0.15
H -2.880 5.255 1.477 0.04 0.29 0.39
H -4.626 5.384 1.268 -0.32 -0.07 0.01
H -3.220 3.647 -1.529 0.32 0.16 0.21
C 3.716 3.812 -0.666 -0.36 1.03 1.97
C 2.823 3.685 0.660 2.09 -0.14 -0.49
C 1.808 4.797 0.703 -2.78 -1.48 0.84
O 2.267 2.394 0.820 -1.23 1.07 0.03
H 3.814 4.940 -0.902 0.23 -2.04 0.17
H 3.252 3.271 -1.469 -0.43 0.04 -0.60
H 4.667 3.289 -0.445 -0.18 0.72 -0.33
H 3.541 3.751 1.522 -0.48 0.69 -0.53
H 1.041 4.639 1.584 1.21 0.08 -1.84
H 1.266 4.972 -0.276 0.51 -0.37 1.13
H 2.302 5.674 0.976 0.89 1.64 0.20
H 2.829 1.733 0.429 0.53 -0.85 -0.45
C 0.776 5.308 7.512 -0.12 0.64 -0.60
C 0.265 4.823 6.174 1.50 -1.11 -1.18
C 1.013 5.371 4.926 -0.54 -0.75 1.04
O 0.436 3.368 6.139 -0.27 0.73 0.71
H 1.848 5.374 7.512 0.69 -0.38 0.21
H 0.400 4.681 8.307 0.02 -0.13 0.23
H 0.446 6.339 7.667 -0.19 -0.10 0.07
H -0.744 5.165 6.102 -1.14 -0.41 -0.20
H 0.579 4.903 4.042 0.14 -0.14 -0.06
H 2.086 5.142 4.997 -0.28 0.24 -0.10
H 0.796 6.414 4.843 0.32 0.92 -0.12
H -0.047 2.908 5.436 -0.12 0.34 -0.08
```
Forces are in eV/Å.

## Properties
- ΔE to the lowest compared entry with this formula, charge and spin (kcal/mol) = 0.00
- net charge = 0
- HOMO-LUMO gap (eV) = 9.36

***

[2]
Below is a molecular structure, C51H93AsGe2N4NiO2PSeSi3 in a non-equilibrium geometry, with properties calculated with ωB97M-V/def2-TZVPD.

```
159
Properties=species:S:1:pos:R:3:forces:R:3
Ni 0.195 -0.238 -0.282 -1.14 0.23 1.16
C 0.103 -2.608 4.286 0.01 0.02 -0.08
C 0.619 -2.136 2.926 0.01 0.42 -0.27
Ge -0.410 -0.606 2.095 -0.79 -0.52 -0.29
C -0.563 0.977 3.355 0.35 0.05 -0.32
C -0.588 0.677 4.853 -0.06 -0.03 -0.10
C -2.316 -1.094 2.234 0.22 0.12 0.44
C -3.180 -0.996 1.226 0.08 0.16 -0.40
Ge -2.307 -0.636 -0.572 -0.13 -0.28 0.45
C -2.615 -2.234 -1.772 0.07 0.37 0.17
C -4.021 -2.752 -2.076 0.07 0.09 -0.02
C -3.059 1.021 -1.470 0.20 -0.26 0.19
C -4.517 1.163 -1.908 0.09 -0.02 -0.06
C -4.648 -1.186 1.397 -0.14 -0.04 0.07
C -5.510 -1.088 0.306 0.12 0.00 0.08
C -6.882 -1.257 0.432 -0.03 -0.02 0.01
C -7.435 -1.533 1.672 -0.03 -0.01 0.00
C -6.599 -1.635 2.777 0.04 -0.01 0.01
C -5.232 -1.462 2.642 0.01 0.02 0.00
H 0.560 -3.561 4.566 -0.01 0.02 0.01
H -0.980 -2.759 4.267 0.04 -0.01 0.04
H 0.325 -1.890 5.076 -0.04 -0.08 0.00
H 0.546 -2.943 2.195 0.09 0.07 0.00
H 1.677 -1.861 2.979 -0.02 -0.06 -0.02
H -1.526 1.408 3.073 0.00 0.04 -0.10
H 0.199 1.733 3.130 -0.06 0.00 0.01
H -1.373 -0.044 5.093 0.06 0.00 0.03
H -0.791 1.586 5.429 0.01 -0.03 0.02
H 0.359 0.267 5.209 -0.09 -0.02 0.02
H -2.655 -1.323 3.249 -0.16 -0.03 -0.10
H -2.014 -3.031 -1.340 0.04 0.04 -0.08
H -2.117 -1.964 -2.702 0.06 -0.07 0.01
H -4.538 -3.068 -1.169 -0.03 -0.01 -0.04
H -3.964 -3.617 -2.744 -0.01 0.01 0.01
H -4.643 -2.002 -2.575 -0.02 -0.04 0.05
H -2.397 1.140 -2.330 -0.02 0.08 -0.01
H -2.824 1.844 -0.797 0.05 -0.02 -0.01
H -4.842 0.350 -2.563 -0.04 0.03 0.03
H -4.652 2.099 -2.460 -0.02 -0.04 -0.03
H -5.187 1.193 -1.049 -0.02 0.01 -0.05
H -5.086 -0.879 -0.663 -0.07 -0.04 0.00
H -7.518 -1.180 -0.441 0.02 0.01 -0.01
H -8.504 -1.670 1.780 0.02 0.00 -0.01
H -7.017 -1.856 3.752 0.01 0.02 -0.01
H -4.608 -1.545 3.522 -0.01 -0.01 -0.01
C 0.145 -8.559 0.077 -0.03 0.08 0.01
C 0.354 -7.070 -0.026 0.10 -0.01 -0.03
C 1.474 -6.541 -0.651 -0.04 -0.01 0.07
C 1.646 -5.171 -0.839 0.06 -0.03 0.01
C 2.914 -4.730 -1.530 -0.12 -0.05 0.05
C 0.651 -4.286 -0.394 -0.07 0.43 0.16
Se 0.775 -2.410 -0.902 0.88 -1.26 -0.97
C -0.442 -4.798 0.321 -0.06 -0.13 0.09
C -1.488 -3.926 0.959 0.00 -0.16 -0.06
C -0.573 -6.174 0.481 -0.03 0.00 0.02
H 1.028 -9.103 -0.258 -0.01 -0.01 0.02
H -0.696 -8.864 -0.550 0.03 -0.05 0.03
H -0.081 -8.865 1.100 0.01 0.01 -0.02
H 2.250 -7.215 -1.005 -0.03 0.03 -0.03
H 3.766 -5.287 -1.130 -0.02 -0.01 -0.06
H 3.086 -3.666 -1.400 0.01 0.00 -0.06
H 2.854 -4.937 -2.602 0.04 0.08 -0.01
H -1.288 -2.872 0.802 0.03 -0.13 -0.05
H -1.522 -4.109 2.037 -0.03 0.04 -0.02
H -2.483 -4.145 0.561 0.00 0.04 0.04
H -1.438 -6.553 1.023 0.02 0.03 -0.04
C -0.272 -0.208 -6.565 0.28 0.27 0.21
Si -0.767 -0.596 -4.780 -0.41 -0.45 -0.54
C -2.583 -0.078 -4.741 0.13 0.09 0.33
C -0.567 -2.470 -4.647 0.07 0.13 0.21
As 0.485 0.465 -3.014 0.13 0.19 -0.50
Si 0.286 2.726 -3.783 -0.15 0.78 -0.09
C -1.232 3.565 -3.028 0.07 -0.26 0.12
C 0.083 3.122 -5.626 0.05 -0.37 0.03
C 1.776 3.779 -3.265 0.05 -0.32 0.12
Si 2.593 -0.102 -4.012 0.73 -0.34 -0.30
C 2.777 -1.976 -4.084 -0.29 0.01 0.08
C 4.082 0.535 -3.041 -0.33 0.13 0.25
C 2.898 0.526 -5.781 -0.21 0.18 0.13
H -1.001 -0.697 -7.217 -0.03 -0.06 0.11
H 0.714 -0.599 -6.818 -0.08 0.00 -0.01
H -0.284 0.858 -6.795 0.00 -0.15 -0.04
H -3.110 -0.519 -5.591 0.12 -0.03 -0.03
H -2.679 1.011 -4.815 -0.02 -0.05 -0.01
H -3.093 -0.395 -3.831 0.00 0.04 -0.05
H -1.511 -2.977 -4.869 -0.01 0.08 0.00
H -0.241 -2.780 -3.651 -0.04 -0.03 -0.03
H 0.176 -2.815 -5.370 -0.02 0.05 0.02
H -2.157 3.157 -3.445 0.03 0.03 0.04
H -1.207 4.636 -3.248 0.08 -0.03 -0.06
H -1.281 3.444 -1.945 -0.04 -0.01 -0.02
H -0.881 2.783 -6.012 0.05 0.04 0.03
H 0.868 2.705 -6.259 -0.08 0.08 0.00
H 0.122 4.210 -5.731 -0.03 0.00 0.10
H 1.850 3.876 -2.179 0.01 -0.01 -0.06
H 1.675 4.785 -3.681 -0.08 -0.04 -0.04
H 2.716 3.357 -3.633 -0.02 0.04 0.03
H 2.137 -2.460 -3.345 0.06 -0.03 0.01
H 3.809 -2.269 -3.870 0.00 0.10 -0.03
H 2.516 -2.362 -5.073 0.00 0.04 0.04
H 4.004 0.311 -1.974 0.05 0.02 -0.05
H 4.216 1.615 -3.159 0.01 -0.05 0.02
H 4.983 0.046 -3.424 -0.08 -0.04 -0.08
H 2.818 -0.293 -6.497 0.01 0.02 0.04
H 3.911 0.932 -5.851 -0.03 -0.02 0.05
H 2.204 1.305 -6.096 0.11 -0.05 -0.03
O -0.825 1.535 0.418 -0.16 0.97 -0.03
N -0.713 2.823 0.577 0.23 -0.07 -0.06
C 0.443 3.442 0.268 0.18 -0.07 -0.04
C 0.606 4.789 0.496 -0.01 0.14 -0.03
C -0.431 5.530 1.043 -0.07 -0.09 0.03
C -1.626 4.878 1.313 0.05 0.12 0.00
C -1.753 3.530 1.063 -0.12 -0.06 0.07
H 1.198 2.784 -0.140 -0.13 -0.06 0.03
H 1.547 5.256 0.234 0.00 -0.05 0.02
H -0.315 6.583 1.257 0.00 0.00 -0.05
H -2.473 5.408 1.725 -0.01 -0.01 -0.01
H -2.654 2.959 1.234 0.07 -0.06 0.06
O 2.099 0.475 0.474 -0.11 0.30 -0.04
P 3.410 0.595 1.166 0.56 -0.24 0.40
N 4.116 -0.856 1.455 0.02 0.15 -0.12
C 5.282 -1.087 2.329 -0.05 -0.04 0.01
C 5.770 -2.483 1.933 -0.06 0.05 -0.12
C 5.345 -2.614 0.468 0.02 0.09 0.17
C 3.975 -1.946 0.468 0.16 -0.11 0.04
N 3.470 1.294 2.681 -0.21 -0.09 -0.21
C 2.802 0.641 3.824 0.03 0.01 0.08
C 2.874 1.674 4.965 0.04 0.10 -0.11
C 3.433 2.959 4.323 -0.04 -0.08 -0.03
C 3.254 2.735 2.825 0.09 0.03 0.10
N 4.386 1.558 0.228 -0.28 0.22 0.15
C 5.816 1.765 0.448 -0.02 -0.03 -0.07
C 6.205 2.651 -0.729 -0.08 0.07 -0.01
C 4.994 3.581 -0.876 0.07 -0.13 -0.03
C 3.795 2.715 -0.466 0.12 -0.08 -0.17
H 5.006 -1.047 3.383 0.00 0.03 0.01
H 6.061 -0.339 2.168 -0.01 0.00 0.02
H 5.254 -3.236 2.532 0.03 -0.02 0.00
H 6.843 -2.591 2.086 0.00 -0.05 0.03
H 5.291 -3.649 0.136 0.04 0.01 -0.06
H 6.040 -2.069 -0.178 -0.01 -0.01 -0.02
H 3.205 -2.650 0.789 -0.06 0.09 -0.04
H 3.675 -1.552 -0.502 -0.06 -0.06 0.00
H 3.305 -0.288 4.081 0.02 -0.03 -0.04
H 1.766 0.398 3.586 0.09 0.01 0.01
H 3.520 1.327 5.770 -0.04 0.01 0.04
H 1.883 1.846 5.384 0.03 -0.01 0.01
H 4.495 3.066 4.545 0.00 0.01 0.01
H 2.919 3.858 4.662 0.03 0.00 0.03
H 3.980 3.296 2.236 -0.02 0.00 -0.04
H 2.242 3.032 2.512 0.02 -0.02 -0.01
H 6.341 0.811 0.435 0.02 0.03 0.03
H 6.022 2.269 1.403 0.01 -0.05 0.01
H 6.311 2.037 -1.625 0.02 -0.01 0.01
H 7.136 3.191 -0.564 0.00 -0.02 0.00
H 4.888 3.960 -1.893 -0.03 0.06 0.03
H 5.092 4.437 -0.205 0.01 0.01 0.00
H 3.233 2.358 -1.329 -0.05 0.02 0.01
H 3.108 3.282 0.169 0.12 -0.03 0.03
```
Forces are in eV/Å.

## Properties
- 2S+1 = 2
- net charge = 0
- HOMO-LUMO gap (alpha / beta) (eV) = 5.42 / 6.01